Record 1
Below is a 2-piece molecular cluster, C26H30N2O overall at a distorted geometry, with properties calculated with ωB97M-V with the def2-TZVPD basis set.

```
59
Properties=species:S:1:pos:R:3:mulliken_charge:R:1
C -6.622 -0.959 -3.690 -1.362
C -5.128 -0.959 -3.617 0.743
C -4.425 -2.174 -3.588 -0.309
C -3.063 -2.207 -3.387 -0.536
C -2.298 -0.992 -3.123 -0.023
O -1.116 -1.003 -2.682 -0.761
C -3.038 0.242 -3.372 -0.613
C -4.399 0.241 -3.575 -0.266
H -7.003 0.065 -3.702 0.320
H -6.978 -1.479 -4.586 0.294
H -7.054 -1.477 -2.824 0.285
H -4.979 -3.107 -3.720 0.309
H -2.519 -3.147 -3.346 0.356
H -2.472 1.170 -3.318 0.367
H -4.933 1.186 -3.699 0.224
C -1.928 3.475 6.464 -0.984
N -1.942 3.713 5.035 0.232
C -1.942 5.117 4.671 -0.996
C -1.672 2.707 4.102 -0.118
C -2.731 2.004 3.467 -0.220
C -2.468 1.083 2.475 -0.876
C -1.136 0.800 2.064 0.757
C -0.863 -0.070 0.968 -0.288
C 0.418 -0.538 0.671 -0.583
C 0.784 -1.027 -0.571 -0.042
C 2.129 -1.374 -0.897 0.498
C 2.491 -1.666 -2.242 -0.690
C 3.795 -1.941 -2.597 -0.118
C 4.826 -1.949 -1.618 -0.195
N 6.151 -2.230 -1.970 0.276
C 7.129 -1.189 -2.211 -1.004
C 6.722 -3.555 -1.833 -0.999
C 4.480 -1.681 -0.273 -0.338
C 3.170 -1.416 0.080 -0.723
C -0.079 1.461 2.758 -0.789
C -0.339 2.390 3.747 -0.309
H -1.882 2.399 6.665 0.300
H -1.066 3.971 6.938 0.312
H -2.841 3.889 6.914 0.317
H -1.915 5.220 3.581 0.301
H -2.852 5.596 5.057 0.323
H -1.076 5.638 5.107 0.328
H -3.753 2.230 3.773 0.438
H -3.284 0.557 1.977 0.405
H -1.686 -0.374 0.315 0.465
H 1.160 -0.498 1.478 0.133
H 0.025 -1.117 -1.338 0.927
H 1.696 -1.651 -2.990 0.501
H 4.069 -2.155 -3.632 0.432
H 6.642 -0.208 -2.219 0.299
H 7.912 -1.199 -1.437 0.326
H 7.617 -1.358 -3.182 0.324
H 5.940 -4.274 -1.566 0.302
H 7.183 -3.857 -2.784 0.318
H 7.506 -3.566 -1.060 0.326
H 5.268 -1.690 0.483 0.412
H 2.932 -1.235 1.128 0.266
H 0.955 1.259 2.476 0.326
H 0.479 2.907 4.252 0.400
```

* total charge: 0
* ΔE to the lowest compared entry with this formula, charge and spin: 0.0 kcal/mol



Record 2
Below is a 6-piece molecular cluster, C26H30N2O4 overall, with properties calculated with ωB97M-V with the def2-TZVPD basis set.

```
62
Properties=species:S:1:pos:R:3:mulliken_charge:R:1
C 6.525 -1.407 -0.973 -0.755
N 5.248 -0.782 -0.542 0.882
O 4.237 -1.169 -1.085 -0.494
O 5.307 0.110 0.275 -0.515
H 6.506 -1.459 -2.058 0.292
H 6.539 -2.432 -0.608 0.280
H 7.351 -0.825 -0.588 0.314
C -4.425 3.721 1.234 -0.708
N -3.791 2.696 2.114 0.870
O -2.597 2.800 2.285 -0.490
O -4.494 1.824 2.576 -0.531
H -4.074 4.685 1.595 0.309
H -5.500 3.646 1.307 0.273
H -3.998 3.570 0.248 0.274
C 2.541 -0.014 -7.365 -0.423
C 3.063 -1.035 -6.583 -0.362
C 3.096 -0.909 -5.206 -0.508
C 2.565 0.218 -4.588 0.051
C 2.038 1.229 -5.369 -0.435
C 2.041 1.132 -6.756 -0.362
H 2.426 -0.163 -8.432 0.342
H 3.457 -1.936 -7.037 0.352
H 3.532 -1.683 -4.586 0.390
H 2.636 0.320 -3.514 0.245
H 1.656 2.154 -4.950 0.351
H 1.644 1.937 -7.360 0.364
C 1.608 1.084 -0.431 0.131
C 0.281 0.664 -0.355 -0.406
C -0.410 0.721 0.848 -0.567
C 0.232 1.213 1.971 -0.278
C 1.554 1.616 1.900 -0.614
C 2.236 1.577 0.696 -0.527
H 2.137 0.965 -1.367 0.170
H -0.212 0.279 -1.241 0.401
H -1.433 0.376 0.880 0.347
H -0.321 1.346 2.893 0.490
H 2.031 2.049 2.771 0.317
H 3.266 1.905 0.648 0.353
C 1.933 -0.991 6.260 -0.531
C 1.011 -0.220 5.566 -0.126
C -0.241 -0.744 5.272 -0.387
C -0.542 -2.052 5.610 -0.407
C 0.394 -2.848 6.257 -0.431
C 1.625 -2.307 6.579 -0.263
H 2.918 -0.614 6.500 0.354
H 1.249 0.789 5.254 0.362
H -0.982 -0.130 4.778 0.390
H -1.520 -2.450 5.367 0.358
H 0.164 -3.880 6.482 0.360
H 2.350 -2.906 7.119 0.343
C -6.439 -1.377 -1.777 -0.421
C -5.707 -0.328 -2.329 -0.372
C -4.527 0.088 -1.740 -0.521
C -4.056 -0.550 -0.587 0.328
C -4.758 -1.624 -0.070 -0.514
C -5.970 -2.005 -0.632 -0.379
H -7.346 -1.721 -2.255 0.359
H -6.046 0.141 -3.245 0.359
H -3.929 0.867 -2.196 0.397
H -3.124 -0.235 -0.139 0.200
H -4.437 -2.121 0.837 0.356
H -6.519 -2.809 -0.157 0.360
```

* total charge: 0
* SMILES: C[N+](=O)[O-].C[N+](=O)[O-].c1ccccc1.c1ccccc1.c1ccccc1.c1ccccc1
* ΔE to the lowest compared entry with this formula, charge and spin: 195.2 kcal/mol



Record 3
Below is one molecule with the formula C26H30N4O2, with properties calculated with ωB97M-V with the def2-TZVPD basis set.

```
62
Properties=species:S:1:pos:R:3:mulliken_charge:R:1
C -3.021 -2.213 3.163 -0.897
C -3.600 -2.843 1.900 -0.630
N -3.124 -2.198 0.707 0.956
C -1.925 -2.342 0.108 -0.910
C -1.930 -1.546 -1.016 1.173
C -0.840 -1.403 -2.030 -1.186
N 0.472 -1.311 -1.403 0.369
C 1.537 -1.926 -2.177 -0.811
C 2.765 -2.176 -1.295 -0.693
C 3.103 -0.898 -0.609 0.424
C 2.190 0.109 -0.513 -0.489
N 2.736 1.179 0.148 0.027
C 4.019 0.866 0.501 -0.504
C 4.973 1.610 1.181 -0.877
C 6.207 1.031 1.391 -0.476
C 6.491 -0.259 0.936 -0.651
C 5.550 -1.004 0.260 -0.430
C 4.293 -0.446 0.034 0.301
C 0.798 0.072 -1.052 0.369
C -0.179 0.591 -0.023 -0.923
C -0.130 0.085 1.269 -0.540
C -1.029 0.518 2.217 -1.357
C -2.023 1.417 1.869 -0.543
C -2.103 1.925 0.580 1.065
O -3.094 2.776 0.166 -0.337
C -4.210 2.952 1.003 -1.026
C -1.132 1.550 -0.367 1.198
O -1.086 2.029 -1.654 -0.376
C -1.460 3.367 -1.906 -1.004
C -3.209 -0.949 -1.015 -0.126
C -3.794 -0.025 -2.023 -1.177
N -3.906 -1.355 0.034 -1.080
H -3.287 -1.161 3.208 0.151
H -1.937 -2.297 3.164 0.239
H -3.414 -2.716 4.043 0.481
H -4.687 -2.745 1.895 0.336
H -3.337 -3.905 1.857 0.331
H -1.161 -2.977 0.507 0.459
H -1.048 -0.528 -2.667 0.345
H -0.853 -2.289 -2.675 0.678
H 1.172 -2.880 -2.564 0.484
H 1.832 -1.297 -3.036 0.316
H 3.599 -2.529 -1.906 0.452
H 2.534 -2.950 -0.558 0.235
H 2.250 2.030 0.372 0.219
H 4.754 2.608 1.533 0.402
H 6.972 1.583 1.918 0.381
H 7.471 -0.674 1.121 0.393
H 5.776 -2.001 -0.088 0.454
H 0.738 0.723 -1.949 0.465
H 0.623 -0.650 1.508 0.577
H -0.976 0.151 3.231 0.589
H -2.746 1.714 2.611 0.406
H -3.953 3.506 1.913 0.335
H -4.661 1.992 1.269 0.408
H -4.921 3.537 0.420 0.269
H -0.999 3.624 -2.860 0.302
H -1.086 4.040 -1.130 0.357
H -2.543 3.479 -1.983 0.249
H -3.998 -0.558 -2.952 0.388
H -4.727 0.383 -1.642 0.330
H -3.105 0.786 -2.242 0.133
```

* total charge: 0
* SMILES: CCn1cc(CN2CCc3c([nH]c4ccccc34)[C@@H]2c2cccc(OC)c2OC)c(C)n1
* ΔE to the lowest compared entry with this formula, charge and spin: 51.7 kcal/mol



Record 4
Below is one molecule with the formula C26H30O8, with properties calculated with ωB97M-V with the def2-TZVPD basis set.

```
64
Properties=species:S:1:pos:R:3:mulliken_charge:R:1
C -7.527 -1.338 -1.317 -1.212
C -6.230 -0.692 -1.790 -0.339
C -5.003 -1.583 -1.593 -0.627
C -4.698 -1.958 -0.141 -1.010
C -4.349 -0.755 0.732 -0.786
C -3.030 -0.124 0.373 0.808
O -2.161 -0.686 -0.245 -0.623
C -2.866 1.300 0.897 -1.192
C -1.424 1.686 1.026 0.036
C -0.973 2.886 0.506 -0.740
C 0.362 3.262 0.623 0.618
O 0.823 4.448 0.167 -0.553
C 1.268 2.387 1.207 -0.608
C 0.836 1.162 1.684 0.666
C -0.516 0.807 1.635 -0.072
C -1.031 -0.390 2.343 0.663
O -2.062 -0.374 2.970 -0.628
O -0.357 -1.555 2.313 -0.418
C 0.811 -1.800 1.647 0.550
C 0.941 -3.047 1.072 -0.881
C 2.129 -3.427 0.453 -0.161
O 2.167 -4.655 -0.055 -0.662
C 3.215 -2.513 0.387 0.273
C 4.421 -2.979 -0.304 1.187
O 4.556 -4.117 -0.737 -0.789
O 5.415 -2.107 -0.479 -0.374
C 3.078 -1.238 0.976 -0.230
C 4.134 -0.171 0.942 -1.702
C 4.026 0.635 -0.361 -0.264
C 4.964 1.838 -0.349 -0.548
C 4.916 2.647 -1.646 -0.677
C 3.575 3.335 -1.877 -1.063
C 1.883 -0.906 1.611 0.781
O 1.781 0.332 2.238 -0.794
H -8.379 -0.714 -1.581 0.386
H -7.658 -2.312 -1.784 0.296
H -7.529 -1.471 -0.238 0.288
H -6.091 0.261 -1.276 0.225
H -6.317 -0.470 -2.857 0.362
H -5.152 -2.506 -2.159 0.400
H -4.129 -1.080 -2.012 0.295
H -3.844 -2.638 -0.139 0.361
H -5.547 -2.485 0.294 0.428
H -5.140 -0.004 0.716 0.380
H -4.229 -1.076 1.772 0.406
H -3.362 1.373 1.866 0.421
H -3.374 1.971 0.200 0.469
H -1.671 3.552 0.017 0.271
H 0.106 4.956 -0.234 0.263
H 2.306 2.663 1.288 0.660
H 0.123 -3.746 1.109 0.577
H 3.061 -4.812 -0.447 0.338
H 6.140 -2.546 -0.953 0.378
H 5.130 -0.596 1.031 0.747
H 3.970 0.499 1.786 0.534
H 4.271 -0.009 -1.207 0.572
H 2.995 0.970 -0.481 0.078
H 5.986 1.485 -0.191 0.385
H 4.709 2.492 0.489 0.258
H 5.700 3.407 -1.608 0.357
H 5.135 1.988 -2.489 0.316
H 3.628 3.971 -2.759 0.434
H 3.307 3.955 -1.025 0.213
H 2.783 2.608 -2.035 0.270
```

* total charge: 0
* SMILES: CCCCCC(=O)Cc1cc(O)cc2c1C(=O)Oc1cc(O)c(C(=O)O)c(CCCCC)c1O2
* ΔE to the lowest compared entry with this formula, charge and spin: 2.1 kcal/mol



Record 5
Below is a 2-piece molecular cluster, C26H30O8 overall at a distorted geometry, with properties calculated with ωB97M-V with the def2-TZVPD basis set.

```
64
Properties=species:S:1:pos:R:3:mulliken_charge:R:1
C -5.253 -2.417 -0.383 -1.315
C -4.024 -2.415 -1.249 -0.085
O -3.305 -1.196 -0.977 -0.193
C -2.238 -1.073 -1.800 0.118
C -1.576 0.222 -1.651 0.812
C -0.225 0.269 -2.195 0.371
O 0.445 -0.733 -2.412 -0.704
O 0.246 1.510 -2.432 -0.326
C 1.574 1.545 -3.032 -0.118
C 2.167 2.879 -2.673 -1.203
C -2.386 1.372 -1.216 0.193
O -3.608 1.398 -1.265 -0.704
O -1.661 2.427 -0.774 -0.088
C -2.467 3.593 -0.453 -0.216
C -1.530 4.766 -0.318 -1.162
O -1.926 -1.967 -2.576 -0.681
H -5.809 -3.342 -0.553 0.416
H -4.995 -2.363 0.678 0.291
H -5.910 -1.576 -0.629 0.301
H -3.376 -3.274 -1.020 0.208
H -4.295 -2.452 -2.314 0.309
H 2.177 0.716 -2.637 0.209
H 1.453 1.424 -4.119 0.290
H 3.184 2.958 -3.063 0.424
H 1.571 3.697 -3.089 0.271
H 2.209 2.994 -1.584 0.261
H -3.193 3.758 -1.261 0.316
H -3.007 3.398 0.486 0.264
H -2.097 5.671 -0.085 0.408
H -0.796 4.611 0.480 0.250
H -0.994 4.942 -1.258 0.263
C 3.143 3.493 5.076 -0.829
O 1.745 3.222 4.830 -0.423
C 1.397 2.114 4.129 0.950
C 0.031 2.012 3.753 -0.802
C -0.354 1.056 2.852 -0.533
C 0.578 0.111 2.321 0.233
C 0.131 -0.787 1.323 -0.489
C 0.914 -1.644 0.520 0.904
C 0.255 -2.764 -0.065 -0.390
C 0.966 -3.667 -0.819 0.907
C 2.359 -3.476 -1.013 0.133
O 2.944 -4.419 -1.798 -0.520
C 1.894 -5.397 -2.159 -0.375
C 0.558 -4.877 -1.606 -0.631
C 3.038 -2.374 -0.472 -1.485
C 2.315 -1.462 0.255 -0.651
C 1.898 0.120 2.865 -0.603
C 2.323 1.123 3.715 -0.538
H 3.141 4.444 5.609 0.245
H 3.593 2.711 5.702 0.339
H 3.707 3.589 4.139 0.364
H -0.673 2.742 4.147 0.430
H -1.385 1.005 2.506 0.391
H -0.950 -0.876 1.197 0.355
H -0.812 -2.914 0.107 0.334
H 1.905 -5.496 -3.250 0.329
H 2.178 -6.356 -1.705 0.255
H 0.064 -5.634 -0.985 0.337
H -0.130 -4.606 -2.421 0.151
H 4.103 -2.275 -0.663 0.417
H 2.807 -0.565 0.629 0.916
H 2.596 -0.675 2.609 0.744
H 3.364 1.178 4.045 0.358
```

* total charge: 0
* ΔE to the lowest compared entry with this formula, charge and spin: 88.2 kcal/mol



Record 6
Below is C26H31AuN4OSe2Si as an isolated structure, with properties calculated with ωB97M-V with the def2-TZVPD basis set.

```
66
Properties=species:S:1:pos:R:3:mulliken_charge:R:1
Au -0.235 1.093 -0.968 1.136
N 0.994 0.673 1.390 -0.435
C 0.521 0.745 2.444 0.042
N -0.044 0.788 3.640 0.365
C -0.450 2.072 4.214 -0.758
C -1.722 1.875 5.026 -0.589
C -1.523 0.782 6.077 -0.783
C -1.090 -0.520 5.402 -0.416
C 0.178 -0.303 4.591 -0.694
H -0.613 2.779 3.403 0.434
H 0.354 2.455 4.855 0.322
H -2.521 1.579 4.341 0.291
H -2.001 2.821 5.491 0.354
H -2.445 0.628 6.639 0.341
H -0.752 1.097 6.791 0.337
H -1.878 -0.855 4.723 0.212
H -0.915 -1.306 6.139 0.350
H 0.444 -1.198 4.036 0.298
H 1.013 -0.044 5.255 0.314
C -0.528 -3.465 -4.854 -0.484
C 0.269 -2.368 -4.562 -0.805
C 0.004 -1.599 -3.434 0.359
C -1.050 -1.917 -2.574 0.513
C -1.850 -3.019 -2.892 -0.603
C -1.592 -3.787 -4.019 -0.650
Si -1.416 -0.984 -0.989 -0.022
C -0.901 -2.022 0.479 0.276
C -1.806 -2.266 1.514 -0.363
C -1.454 -3.063 2.598 -0.451
C -0.183 -3.617 2.669 -0.637
C 0.735 -3.371 1.654 -0.597
C 0.374 -2.583 0.571 0.015
H -0.327 -4.067 -5.731 0.381
H 1.097 -2.105 -5.211 0.442
H 0.605 -0.719 -3.238 0.136
H -2.682 -3.284 -2.247 0.367
H -2.216 -4.642 -4.244 0.397
H -2.880 -0.809 -0.905 -0.227
H -2.802 -1.836 1.464 0.358
H -2.176 -3.258 3.383 0.420
H 0.094 -4.238 3.513 0.395
H 1.728 -3.801 1.705 0.391
H 1.097 -2.406 -0.219 0.185
C -1.736 1.175 -5.827 -1.155
C -1.755 1.227 -4.313 -0.131
O -0.446 1.400 -3.765 -0.339
H -2.744 1.001 -6.211 0.360
H -1.087 0.366 -6.169 0.265
H -1.369 2.116 -6.248 0.345
H -2.110 0.278 -3.913 0.056
H -2.418 2.015 -3.950 0.381
H -0.084 2.235 -4.080 0.206
Se -2.219 2.174 -0.251 -0.626
Se 2.971 -0.391 -1.667 0.357
N 1.935 1.047 -1.598 -0.613
C 2.704 2.070 -1.274 1.126
C 2.246 3.415 -1.084 -0.606
C 3.158 4.364 -0.783 -0.753
C 4.561 4.058 -0.646 -0.473
C 5.035 2.806 -0.813 -0.658
C 4.109 1.758 -1.130 0.544
N 4.442 0.493 -1.299 -0.791
H 1.189 3.643 -1.167 0.370
H 2.829 5.384 -0.635 0.400
H 5.247 4.858 -0.397 0.379
H 6.085 2.568 -0.702 0.441
```

* total charge: 0
* ΔE to the lowest compared entry with this formula, charge and spin: 45.0 kcal/mol



Record 7
Below is C26H31BeN3O4PS4 as an isolated structure, with properties calculated with ωB97M-V with the def2-TZVPD basis set.

```
70
Properties=species:S:1:pos:R:3:mulliken_charge:R:1
Be 0.290 -0.137 -1.059 -0.371
N 3.296 2.257 -2.090 -0.442
C 2.220 1.415 -2.008 0.586
S 0.888 1.899 -1.002 -0.367
N 2.260 0.339 -2.760 -1.491
N 1.137 -0.425 -2.536 1.118
C 0.808 -1.355 -3.338 -0.244
C -0.395 -2.141 -3.111 0.889
C -0.679 -3.218 -3.958 -0.832
C -1.798 -4.004 -3.786 -0.672
C -2.682 -3.695 -2.747 -0.393
C -2.444 -2.622 -1.914 -0.556
C -1.299 -1.814 -2.061 0.744
O -1.114 -0.805 -1.241 -0.513
H 3.373 2.930 -1.348 0.261
H 4.150 1.859 -2.444 0.261
H 1.435 -1.557 -4.206 0.396
H 0.010 -3.431 -4.771 0.333
H -1.985 -4.847 -4.438 0.382
H -3.572 -4.297 -2.601 0.371
H -3.123 -2.372 -1.107 0.417
O 1.187 -0.956 0.055 0.053
S 1.341 -1.640 1.398 -0.137
C 1.596 -3.361 0.847 0.739
C 1.624 -4.362 1.808 -0.517
C 1.838 -5.677 1.423 -0.703
C 2.011 -5.988 0.079 -0.494
C 1.964 -4.981 -0.878 -0.717
C 1.755 -3.662 -0.494 -0.246
C 3.072 -1.420 1.804 1.036
C 3.961 -1.076 0.801 -0.927
C 5.301 -0.921 1.123 -0.514
C 5.732 -1.115 2.432 -0.603
C 4.818 -1.443 3.427 -0.463
C 3.476 -1.595 3.116 -0.542
H 1.487 -4.112 2.857 0.407
H 1.863 -6.461 2.170 0.390
H 2.178 -7.015 -0.222 0.371
H 2.086 -5.221 -1.927 0.420
H 1.708 -2.869 -1.231 0.335
H 3.598 -0.913 -0.210 0.266
H 6.008 -0.634 0.353 0.407
H 6.780 -0.989 2.681 0.374
H 5.144 -1.556 4.454 0.360
H 2.748 -1.802 3.895 0.532
C 4.926 3.511 3.953 -1.581
C 4.509 2.259 3.200 0.861
C 3.916 2.596 1.838 -0.641
O 3.661 1.457 4.046 -0.397
P 2.061 1.467 4.240 0.449
S 1.713 0.402 5.848 -0.566
S 1.134 0.949 2.555 -0.461
O 1.870 3.058 4.491 -0.204
C 0.661 3.847 4.409 0.417
C 0.559 4.466 3.025 -0.976
C -0.606 3.090 4.789 -1.363
H 5.654 4.076 3.363 0.450
H 5.377 3.248 4.912 0.375
H 4.052 4.136 4.140 0.189
H 5.381 1.622 3.053 0.180
H 3.004 3.184 1.947 0.046
H 3.660 1.691 1.287 -0.132
H 4.654 3.171 1.267 0.515
H 0.826 4.637 5.141 0.273
H 0.510 3.679 2.269 0.085
H 1.427 5.099 2.818 0.255
H -0.348 5.074 2.956 0.465
H -0.904 2.422 3.982 0.239
H -1.407 3.809 4.977 0.483
H -0.441 2.492 5.685 0.337
```

* total charge: -1



Number 1: HOMO energy -5.4 eV. Number 2: HOMO energy -8.9 eV. Number 3: HOMO energy -7.6 eV. Number 4: HOMO energy -8.6 eV. Number 5: HOMO energy -6.6 eV. Number 6: HOMO energy -6.8 eV. Number 7: HOMO energy -4.4 eV.